ORCA calculation (ωB97M-V with the def2-TZVPD basis set) on a structure of composition C27H34GaN6O5.

Calculated values
Net charge: +1
Energy above the lowest of the compared OMol25 structures with the same formula, charge and spin (kJ/mol): 90.6
Frontier orbital gap (eV): 7.5

CARTESIAN COORDINATES (ANGSTROEM)
Ga (0.5099, -0.4944, -0.0037)
C (3.7200, -1.8699, 2.4108)
C (2.2946, -1.7181, 1.9766)
O (2.1240, -0.8816, 0.9945)
C (1.2906, -2.4059, 2.6164)
C (-0.0844, -2.0792, 2.4813)
C (-1.0843, -2.6105, 3.4623)
N (-0.4543, -1.2303, 1.5617)
N (-1.7148, -0.6388, 1.6840)
C (-1.7360, 0.4567, 0.9945)
O (-0.7214, 0.8876, 0.2572)
C (-2.9465, 1.3068, 1.0250)
C (-2.8530, 2.6550, 0.6976)
C (-3.9652, 3.4775, 0.8042)
C (-5.1766, 2.9544, 1.2304)
C (-5.2793, 1.6008, 1.5315)
C (-4.1700, 0.7773, 1.4319)
H (4.0047, -0.9958, 3.0010)
H (4.3744, -1.9050, 1.5398)
H (3.8635, -2.7601, 3.0192)
H (1.5643, -3.1146, 3.3838)
H (-0.7012, -3.5133, 3.9333)
H (-2.0324, -2.8130, 2.9685)
H (-1.2734, -1.8647, 4.2365)
H (-1.8965, 3.0596, 0.3945)
H (-3.8835, 4.5288, 0.5592)
H (-6.0385, 3.5995, 1.3423)
H (-6.2271, 1.1865, 1.8513)
H (-4.2337, -0.2746, 1.6802)
C (-1.1806, 2.0312, -4.5945)
C (-0.4863, 3.0567, -3.6690)
C (-0.5683, 2.3887, -2.2989)
O (-0.5463, 0.9863, -2.5746)
C (-1.4592, 0.8435, -3.6630)
H (-0.5308, 1.7372, -5.4168)
H (-2.1044, 2.4216, -5.0181)
H (-0.9852, 4.0239, -3.6703)
H (0.5509, 3.2123, -3.9688)
H (-1.5089, 2.6433, -1.8020)
H (0.2436, 2.6233, -1.6133)
H (-2.4862, 0.8780, -3.2832)
H (-1.2882, -0.1252, -4.1297)
O (-7.0492, -3.6716, -1.5228)
C (-5.9980, -4.5894, -1.3726)
N (-4.7335, -4.0528, -1.8461)
C (-3.7159, -3.7358, -1.0071)
O (-3.7598, -3.8643, 0.2009)
C (-2.4666, -3.2016, -1.6589)
C (-2.0386, -3.5220, -2.9356)
C (-0.8470, -2.9782, -3.3937)
C (-0.1245, -2.1494, -2.5631)
N (-0.5118, -1.8677, -1.3072)
C (-1.6658, -2.3892, -0.8741)
H (-6.9849, -2.9961, -0.8389)
H (-6.2606, -5.4549, -1.9741)
H (-5.8432, -4.8907, -0.3396)
H (-4.6975, -3.7604, -2.8086)
H (-2.6032, -4.2010, -3.5629)
H (-0.4813, -3.1932, -4.3882)
H (0.7879, -1.6889, -2.9070)
H (-1.9836, -2.1656, 0.1329)
C (4.5095, 1.4470, -3.3271)
N (3.6319, 0.5221, -2.6129)
C (3.8702, -0.8176, -2.3952)
C (2.8281, -1.2762, -1.6613)
N (1.9441, -0.2329, -1.4441)
C (2.4740, 0.8294, -2.0216)
H (5.1486, 0.8782, -3.9949)
H (5.1297, 2.0025, -2.6278)
H (3.9152, 2.1430, -3.9125)
H (4.7508, -1.3147, -2.7638)
H (2.6596, -2.2637, -1.2675)
H (2.0360, 1.8124, -2.0391)

=====

ORCA calculation (ωB97M-V with the def2-TZVPD basis set) on a cluster of 2 separate species, C27H34N3O in total at a distorted geometry.

Calculated values
Net charge: +1
Energy above the lowest of the compared OMol25 structures with the same formula, charge and spin (kJ/mol): 0.0
Frontier orbital gap (eV): 6.0

CARTESIAN COORDINATES (ANGSTROEM)
C (-1.7238, -0.1777, 3.1300)
N (-0.3132, -0.1693, 3.4230)
C (0.3251, -1.4011, 2.9959)
C (1.7845, -1.3564, 3.3971)
O (2.3852, -0.1763, 2.8712)
C (1.7892, 1.0050, 3.4000)
C (0.3296, 1.0610, 2.9963)
H (-2.1900, 0.7162, 3.5621)
H (-1.9243, -0.1907, 2.0394)
H (-2.1719, -1.0748, 3.5769)
H (-0.1813, -2.2366, 3.4913)
H (0.2576, -1.5150, 1.8946)
H (1.8491, -1.3948, 4.5022)
H (2.3347, -2.1791, 2.9202)
H (1.8528, 1.0395, 4.5054)
H (2.3471, 1.8248, 2.9277)
H (0.2635, 1.1762, 1.8952)
H (-0.1728, 1.8990, 3.4914)
C (0.1680, 2.4650, -3.9161)
N (-0.8187, 1.5129, -3.4437)
C (-1.6976, 1.7716, -2.4412)
C (-2.4739, 0.6109, -2.1786)
C (-3.3887, 0.4513, -1.1433)
C (-4.3056, -0.6375, -1.0023)
C (-4.9708, -1.2700, -2.0868)
C (-5.7240, -2.4204, -1.9256)
C (-5.8858, -2.9803, -0.6261)
N (-6.6048, -4.1248, -0.4459)
C (-7.3883, -4.6988, -1.5232)
C (-6.6665, -4.5645, -2.8532)
C (-6.3024, -3.1057, -3.1207)
C (-6.9516, -4.5908, 0.8833)
C (-5.8103, -4.3626, 1.8597)
C (-5.3840, -2.9005, 1.8594)
C (-5.2804, -2.3261, 0.4858)
C (-4.5713, -1.1596, 0.2867)
C (-2.0127, -0.3992, -3.1384)
C (-2.2748, -1.7476, -3.3139)
C (-1.6019, -2.4604, -4.3169)
C (-0.6174, -1.8414, -5.0991)
C (-0.2786, -0.4919, -4.8811)
C (-0.9923, 0.2027, -3.9133)
H (0.7564, 1.9957, -4.7061)
H (-0.3167, 3.3704, -4.3056)
H (0.8353, 2.7813, -3.1015)
H (-1.7251, 2.7405, -1.9511)
H (-3.3941, 1.2158, -0.3623)
H (-4.8569, -0.8810, -3.0987)
H (-7.5643, -5.7553, -1.2785)
H (-8.3755, -4.2018, -1.5999)
H (-5.7540, -5.1734, -2.8359)
H (-7.3138, -4.9406, -3.6500)
H (-7.2022, -2.5605, -3.4453)
H (-5.5933, -3.0611, -3.9578)
H (-7.8534, -4.0691, 1.2602)
H (-7.1889, -5.6607, 0.8080)
H (-6.1315, -4.6531, 2.8625)
H (-4.9554, -4.9865, 1.5735)
H (-6.0998, -2.3079, 2.4489)
H (-4.4148, -2.8096, 2.3652)
H (-4.1508, -0.6420, 1.1487)
H (-2.9939, -2.2461, -2.6710)
H (-1.8544, -3.5086, -4.4786)
H (-0.1103, -2.4162, -5.8736)
H (0.5034, 0.0185, -5.4362)

=====

ORCA calculation (ωB97M-V with the def2-TZVPD basis set) on a structure of composition C27H35AsBrN2O2S3Y at a distorted geometry.

Calculated values
Net charge: +2
Frontier orbital gap (eV): 7.8

CARTESIAN COORDINATES (ANGSTROEM)
Y (0.8717, 0.4706, 0.3744)
C (0.2290, 4.3664, 0.6047)
C (-1.1023, 3.9798, 1.2326)
S (-1.5536, 2.2431, 0.9991)
C (-2.0268, 1.7545, 2.6767)
C (-0.9495, 1.9224, 3.7387)
S (0.5450, 1.0094, 3.3204)
C (1.8572, 2.2175, 3.5863)
C (1.7561, 3.5206, 2.8080)
S (1.6305, 3.3124, 1.0085)
H (0.1755, 4.3487, -0.4856)
H (0.4935, 5.3846, 0.8872)
H (-1.1103, 4.1860, 2.3012)
H (-1.8918, 4.5790, 0.7846)
H (-2.9192, 2.3177, 2.9471)
H (-2.3282, 0.7107, 2.5846)
H (-0.7109, 2.9699, 3.9154)
H (-1.3227, 1.5202, 4.6781)
H (1.9165, 2.4325, 4.6512)
H (2.7656, 1.6730, 3.3263)
H (0.8993, 4.1100, 3.1287)
H (2.6427, 4.1209, 2.9963)
Br (4.0208, 2.4539, -1.4982)
C (4.3593, 0.8867, -0.5178)
C (5.6717, 0.5062, -0.3217)
C (5.9205, -0.7040, 0.3039)
C (4.8623, -1.5053, 0.7071)
C (3.5978, -1.0179, 0.5095)
N (3.3228, 0.1745, -0.0719)
C (2.2889, -1.6892, 0.8244)
O (1.8501, -2.5503, 0.0878)
O (1.6023, -1.0303, 1.7256)
H (6.4749, 1.1368, -0.6731)
H (6.9442, -1.0273, 0.4637)
H (5.0170, -2.4798, 1.1536)
C (1.0909, 0.6351, -6.3406)
C (1.0067, 0.6068, -4.8394)
C (0.3052, 1.5755, -4.1232)
C (0.2606, 1.5044, -2.7490)
N (0.8719, 0.5411, -2.0461)
C (1.5437, -0.4019, -2.7315)
C (1.6284, -0.4031, -4.1026)
H (0.5707, 1.4934, -6.7611)
H (0.6547, -0.2738, -6.7608)
H (2.1338, 0.6685, -6.6634)
H (-0.2077, 2.3828, -4.6355)
H (-0.2871, 2.2512, -2.1825)
H (2.0124, -1.1863, -2.1516)
H (2.1826, -1.1926, -4.5999)
C (-2.8213, -0.5338, -0.6532)
As (-1.1475, -1.3207, -0.0627)
C (-0.9292, -2.5961, -1.5010)
C (-1.6677, -2.4659, 1.4389)
C (-2.9759, -3.1598, 1.2190)
C (-4.1729, -2.5575, 1.6004)
C (-5.3885, -3.1849, 1.3637)
C (-5.4184, -4.4282, 0.7391)
C (-4.2296, -5.0425, 0.3678)
C (-3.0153, -4.4118, 0.6098)
H (-3.5031, -1.3333, -0.9233)
H (-2.6223, 0.0889, -1.5223)
H (-3.2795, 0.0752, 0.1205)
H (-1.8091, -3.2274, -1.5100)
H (-0.0348, -3.1867, -1.3451)
H (-0.8669, -2.0572, -2.4421)
H (-1.6753, -1.8485, 2.3323)
H (-0.8404, -3.1629, 1.5346)
H (-4.1562, -1.5909, 2.0979)
H (-6.3130, -2.7092, 1.6731)
H (-6.3659, -4.9235, 0.5576)
H (-4.2454, -6.0213, -0.1011)
H (-2.0885, -4.9069, 0.3360)

=====

ORCA calculation (ωB97M-V with the def2-TZVPD basis set) on a structure of composition C27H35AsN7O2S2Ti.

Calculated values
Net charge: +1
Energy above the lowest of the compared OMol25 structures with the same formula, charge and spin (kJ/mol): 43.7
2S+1: 3
Frontier orbital gap (alpha / beta) (eV): 6.9 / 7.8

CARTESIAN COORDINATES (ANGSTROEM)
Ti (-0.2306, -0.0382, -0.2420)
C (-1.5126, 3.2433, 3.8518)
C (-0.3901, 2.2761, 3.8541)
N (0.3007, 1.9033, 4.8818)
N (1.2023, 1.0071, 4.3809)
C (1.0934, 0.7971, 3.0635)
S (2.0045, -0.1804, 2.0525)
N (0.0579, 1.6183, 2.7263)
N (-0.4199, 1.7302, 1.4194)
H (-1.5759, 3.7085, 4.8315)
H (-2.4619, 2.7461, 3.6435)
H (-1.3592, 4.0215, 3.1031)
H (1.8902, 0.5860, 4.9825)
H (0.1235, 2.4482, 0.9368)
H (-1.3849, 2.0516, 1.4327)
S (-1.8208, 1.4543, -1.2677)
C (-2.3936, 0.8461, -2.8398)
C (-3.2331, 1.6612, -3.6026)
C (-3.7439, 1.2190, -4.8096)
C (-3.4370, -0.0523, -5.2826)
C (-2.6041, -0.8659, -4.5350)
C (-2.0713, -0.4210, -3.3273)
As (-0.9021, -1.5960, -2.3055)
C (0.4564, -2.0008, -3.6425)
C (1.2500, -3.1391, -3.5031)
C (2.2736, -3.4058, -4.4010)
C (2.5379, -2.5152, -5.4332)
C (1.7722, -1.3660, -5.5608)
C (0.7328, -1.1105, -4.6752)
C (-2.0830, -3.1416, -2.2556)
C (-3.3682, -2.9058, -1.7695)
C (-4.2775, -3.9446, -1.6469)
C (-3.9113, -5.2351, -2.0087)
C (-2.6388, -5.4740, -2.5012)
C (-1.7248, -4.4324, -2.6227)
H (-3.4854, 2.6469, -3.2339)
H (-4.3940, 1.8677, -5.3827)
H (-3.8428, -0.4038, -6.2217)
H (-2.3610, -1.8594, -4.8960)
H (1.0820, -3.8274, -2.6839)
H (2.8619, -4.3085, -4.2945)
H (3.3333, -2.7202, -6.1378)
H (1.9740, -0.6656, -6.3609)
H (0.1420, -0.2118, -4.7968)
H (-3.6768, -1.8945, -1.5267)
H (-5.2797, -3.7434, -1.2891)
H (-4.6215, -6.0469, -1.9222)
H (-2.3525, -6.4731, -2.8034)
H (-0.7473, -4.6410, -3.0295)
C (-0.6925, -3.2788, 2.8556)
N (-2.0076, -2.6844, 2.6270)
C (-3.1637, -3.4007, 3.1556)
C (-2.1268, -1.7308, 1.7008)
C (-3.4875, -1.1963, 1.3570)
O (-1.1078, -1.2807, 1.1346)
H (-0.6948, -3.7586, 3.8308)
H (0.0730, -2.5071, 2.8301)
H (-0.4691, -4.0261, 2.0906)
H (-2.8850, -3.8566, 4.1018)
H (-3.4881, -4.1861, 2.4690)
H (-3.9919, -2.7226, 3.3395)
H (-3.9678, -0.7624, 2.2357)
H (-4.1306, -1.9978, 0.9924)
H (-3.3828, -0.4341, 0.5868)
C (4.7365, -1.1521, -2.1561)
N (3.6140, -0.2449, -2.0224)
C (2.4927, -0.4995, -1.3356)
N (2.3674, -1.7327, -0.7767)
O (1.5850, 0.3566, -1.2606)
H (5.4719, -0.6960, -2.8120)
H (4.4217, -2.0943, -2.6104)
H (5.2181, -1.3420, -1.1940)
H (3.6431, 0.6666, -2.4477)
H (3.2070, -2.2617, -0.5992)
H (1.6633, -1.8412, -0.0626)

=====

ORCA calculation (ωB97M-V with the def2-TZVPD basis set) on a structure of composition C27H35BCoF2N6.

Calculated values
Net charge: 0
2S+1: 2
Frontier orbital gap (alpha / beta) (eV): 6.4 / 6.4

CARTESIAN COORDINATES (ANGSTROEM)
Co (-0.2710, -0.9178, -0.1994)
N (-3.6890, -2.5320, 1.3084)
C (-3.4803, -3.6186, 0.4855)
C (-2.3323, -3.3603, -0.1980)
N (-1.8373, -2.1405, 0.1894)
C (-2.6724, -1.6708, 1.0950)
C (-2.3729, -0.3776, 1.6685)
N (-1.2861, 0.2261, 1.2448)
C (-1.2122, 1.4135, 1.9170)
C (-2.2776, 1.5258, 2.7584)
N (-3.0146, 0.3716, 2.5926)
H (-4.4603, -2.4138, 1.9402)
H (-4.1563, -4.4536, 0.4618)
H (-1.8319, -3.9513, -0.9434)
H (-0.4001, 2.0986, 1.7516)
H (-2.5761, 2.2983, 3.4434)
H (-3.8734, 0.1531, 3.0647)
C (3.2222, -3.0166, 1.1143)
C (2.0947, -2.0910, 1.5703)
C (1.3427, -2.6685, 2.7700)
C (2.6038, -0.6914, 1.8473)
C (3.4791, -0.5149, 2.9098)
C (3.9958, 0.7295, 3.2213)
C (3.5813, 1.8248, 2.4891)
C (2.6840, 1.7094, 1.4305)
C (2.1966, 3.0111, 0.8030)
C (3.2751, 3.6575, -0.0723)
C (1.7443, 4.0256, 1.8598)
C (2.2410, 0.4168, 1.0548)
N (1.3938, 0.2130, -0.0606)
C (1.6396, 0.8207, -1.1853)
C (0.6721, 0.8452, -2.2053)
C (0.6779, 1.4855, -3.4522)
C (-0.5964, 1.3073, -3.9719)
C (-1.3197, 0.5470, -3.0243)
N (-0.5606, 0.2746, -1.9578)
C (-2.7535, 0.0760, -3.1269)
C (-3.4574, 0.7421, -4.3090)
C (-3.5009, 0.4342, -1.8377)
C (-2.7748, -1.4440, -3.3254)
H (2.8312, -4.0085, 0.8771)
H (3.9786, -3.1283, 1.8950)
H (3.7058, -2.6222, 0.2206)
H (1.3858, -2.0357, 0.7413)
H (1.9995, -2.8136, 3.6304)
H (0.9129, -3.6395, 2.5129)
H (0.5314, -2.0037, 3.0773)
H (3.7750, -1.3771, 3.4958)
H (4.6939, 0.8481, 4.0399)
H (3.9468, 2.8076, 2.7619)
H (1.3283, 2.8001, 0.1797)
H (4.1261, 3.9610, 0.5417)
H (2.8851, 4.5468, -0.5710)
H (3.6538, 2.9757, -0.8342)
H (2.5759, 4.3599, 2.4817)
H (0.9837, 3.6172, 2.5262)
H (1.3251, 4.9068, 1.3702)
H (2.5890, 1.3265, -1.3441)
H (1.5058, 2.0170, -3.8968)
H (-0.9674, 1.6781, -4.9138)
H (-3.4474, 1.8296, -4.2139)
H (-4.4979, 0.4119, -4.3562)
H (-2.9796, 0.4771, -5.2534)
H (-3.5352, 1.5174, -1.7005)
H (-2.9906, 0.0043, -0.9766)
H (-4.5267, 0.0551, -1.8735)
H (-2.2819, -1.7148, -4.2609)
H (-3.8043, -1.8141, -3.3565)
H (-2.2435, -1.9433, -2.5175)
F (-0.0833, -3.0860, -2.1678)
B (0.5945, -2.1592, -1.4373)
F (1.8928, -2.1387, -1.7997)

=====

ORCA calculation (ωB97M-V with the def2-TZVPD basis set) on a structure of composition C27H35BF4N4P2Pd at a distorted geometry.

Calculated values
Net charge: 0
2S+1: 3
Frontier orbital gap (alpha / beta) (eV): 6.9 / 6.1

CARTESIAN COORDINATES (ANGSTROEM)
Pd (0.1251, 1.1348, 1.2695)
C (-1.9282, 1.6526, -3.7810)
C (-2.0937, 0.3411, -3.5763)
C (-1.2184, -0.7267, -4.1466)
C (0.2948, -0.3985, -4.1938)
C (0.9177, 0.3805, -3.0753)
C (0.8323, 1.7075, -2.8806)
C (0.4708, 2.5976, -4.0340)
C (-0.9064, 2.3001, -4.6668)
C (1.0130, 0.9762, 3.1448)
H (-2.6570, 2.3625, -3.3958)
H (-3.0377, -0.0476, -3.1731)
H (-1.5306, -0.9475, -5.1874)
H (-1.3936, -1.6663, -3.5942)
H (0.8256, -1.3667, -4.2342)
H (0.4844, 0.1363, -5.1355)
H (1.7263, -0.1862, -2.5963)
H (1.2346, 2.1974, -1.9942)
H (1.2381, 2.4436, -4.8192)
H (0.5360, 3.6558, -3.7488)
H (-1.3110, 3.2613, -5.0294)
H (-0.7388, 1.6443, -5.5312)
H (0.3999, 1.6161, 3.8030)
H (2.0604, 1.3052, 3.0772)
H (0.9641, -0.0698, 3.4714)
P (1.8254, -0.3053, 0.6581)
P (-1.2942, -0.7724, 1.1223)
N (3.0118, 0.8093, 0.0270)
N (2.7745, -1.5177, 1.4214)
N (-2.4706, 0.4031, 0.5129)
N (-2.5718, -1.6792, 1.7877)
C (0.8948, -1.3081, -0.5202)
C (-0.4990, -1.8356, -0.1007)
C (2.8827, 2.1405, 0.4586)
C (3.9008, 2.8901, -0.0908)
C (4.7127, 2.0037, -0.8722)
C (4.1545, 0.7290, -0.7778)
C (3.4239, -1.2975, 2.6470)
C (4.1173, -2.4487, 2.9825)
C (3.8969, -3.4144, 1.9411)
C (3.0800, -2.8204, 0.9943)
C (-2.2529, 1.6989, 1.1044)
C (-2.8142, 2.6218, 0.1976)
C (-3.3205, 1.9148, -0.9130)
C (-3.0973, 0.5562, -0.6956)
C (-3.7017, -2.0950, 1.0699)
C (-4.5358, -2.7504, 1.9510)
C (-3.8948, -2.7669, 3.2320)
C (-2.7126, -2.0609, 3.1203)
H (1.5003, -2.1123, -0.9601)
H (0.6301, -0.5647, -1.2801)
H (-1.1611, -1.9041, -0.9851)
H (-0.4463, -2.8430, 0.3502)
H (2.0730, 2.4210, 1.1335)
H (4.0281, 3.9495, 0.0877)
H (5.5967, 2.3008, -1.4176)
H (4.4678, -0.2159, -1.1922)
H (3.2875, -0.3526, 3.1545)
H (4.7401, -2.5683, 3.8567)
H (4.3058, -4.4126, 1.8760)
H (2.6951, -3.2024, 0.0605)
H (-2.1650, 1.7493, 2.1935)
H (-2.8060, 3.6873, 0.3327)
H (-3.7755, 2.3275, -1.8011)
H (-3.3732, -0.3140, -1.2833)
H (-3.7967, -1.8633, 0.0184)
H (-5.4947, -3.1497, 1.6817)
H (-4.2276, -3.2462, 4.1283)
H (-1.9875, -1.7171, 3.8324)
F (-1.6213, 0.3653, 4.5441)
B (-1.1767, -0.1835, 5.7943)
F (0.2254, -0.0932, 5.9040)
F (-1.7739, 0.5079, 6.8938)
F (-1.5618, -1.5640, 5.8475)

=====

Number 1: total energy -100102.094 eV. Number 2: total energy -35062.516 eV. Number 3: total energy -200063.434 eV. Number 4: total energy -148715.092 eV. Number 5: total energy -81250.417 eV. Number 6: total energy -68130.481 eV.